A molecular structure, C18H50N3O11 in a non-equilibrium geometry. Source: the Open Molecules 2025 dataset; level of theory: wB97M-V/def2-TZVPD.

```
82
Properties=species:S:1:pos:R:3:forces:R:3:mulliken_charge:R:1
N -1.96611 1.58453 0.16736 -6.4 4.0 -2.3 -0.69
O -0.90119 1.19012 0.49851 2.2 2.2 -0.1 -0.69
O -2.20438 2.71138 -0.13213 0.7 3.3 0.0 -0.41
O -2.91551 0.82862 0.11795 11.8 -0.9 3.7 -0.52
C 2.62191 -2.41776 2.04122 0.3 -0.9 0.2 -1.60
C 2.98612 -1.06917 2.66867 -0.9 -0.5 0.5 2.02
C 3.66128 -0.21425 1.59684 -0.4 0.7 -0.1 -2.32
C 2.74602 0.29006 0.48389 4.5 4.5 7.5 0.23
C 1.55138 1.11080 1.10910 2.7 -2.6 1.6 -0.88
C 0.74991 0.28298 2.23584 1.0 -0.9 0.4 1.89
N 1.70671 -0.44165 3.16138 2.4 2.0 -1.4 0.64
O 1.08589 -1.08948 4.24114 0.3 -0.4 -0.3 -0.51
C -0.04712 1.26978 3.05051 5.6 -4.2 1.2 -1.49
C -0.24408 -0.68956 1.58136 1.2 -1.7 2.4 -0.37
C 4.06653 -1.25119 3.83353 -1.4 0.4 -1.1 -1.88
H 2.94809 -3.23051 2.69017 0.0 -0.2 -0.1 0.55
H 3.09922 -2.54390 1.06944 0.1 -0.2 0.0 0.18
H 1.54944 -2.55137 1.89959 0.1 0.1 0.2 0.34
H 4.18814 0.58133 2.12370 0.4 0.2 -0.1 0.44
H 4.34382 -0.89192 1.08401 0.7 0.1 0.3 0.51
H 2.34965 -0.50085 -0.15286 8.2 4.9 6.4 -0.87
H 3.30288 0.95214 -0.17918 0.2 0.2 -0.4 0.35
H 0.83576 1.46910 0.36909 2.5 -1.6 0.2 0.13
H 2.03316 1.97270 1.57075 -0.3 -0.1 0.1 0.75
H 0.65249 1.81470 3.68432 0.0 0.0 0.4 0.50
H -0.49192 2.03060 2.40909 6.8 -6.7 5.3 -0.60
H -0.81675 0.76390 3.63347 0.0 0.2 0.0 0.06
H -1.02527 -0.11373 1.08512 5.2 -0.2 4.7 1.37
H 0.24345 -1.41508 0.93019 -1.6 0.6 1.1 -1.35
H -0.84734 -1.28169 2.26952 0.7 0.0 0.9 0.85
H 4.43520 -0.26232 4.10615 -0.3 0.0 0.4 0.42
H 4.95320 -1.77860 3.48174 -0.2 -0.3 -0.2 0.36
H 3.59187 -1.80196 4.64559 0.3 0.1 0.2 0.49
H 1.53283 -0.62923 4.95530 -0.4 -0.1 0.4 0.38
C 0.30465 -2.65385 -2.28753 -0.5 0.8 -0.2 -1.90
C 0.66189 -1.13833 -2.00169 0.8 -0.4 0.4 0.81
C 1.76330 -0.70385 -3.05718 -2.9 -0.1 -0.1 -0.96
C 1.05006 -0.33639 -4.37701 -0.7 0.9 0.6 -1.13
C -0.10055 0.79526 -4.11377 2.7 -1.5 -1.4 -1.24
C -1.14608 0.32558 -3.13947 0.1 -0.7 0.0 1.19
N -0.46453 -0.17687 -1.93135 2.0 0.1 -1.1 0.19
O -1.34213 -0.43753 -0.88403 1.8 -2.7 -6.0 0.24
C -1.90481 1.53240 -2.67235 -1.0 1.0 0.9 -2.00
C -2.07945 -0.72576 -3.86502 -0.1 0.6 1.2 -1.50
C 1.48770 -0.93367 -0.60451 -10.0 -6.9 -9.0 -0.13
H 1.07635 -3.33887 -1.93633 0.1 0.1 0.3 0.41
H 0.16939 -2.88271 -3.34462 0.3 0.3 -0.4 0.44
H -0.67517 -2.93808 -1.90378 0.1 0.1 0.7 0.36
H 2.29621 0.19376 -2.74350 0.2 -0.2 0.3 0.34
H 2.37631 -1.60368 -3.10841 0.5 0.3 -0.3 0.48
H 0.54734 -1.18057 -4.84894 0.1 -0.2 0.1 0.33
H 1.82178 0.00292 -5.06796 -0.2 0.3 -0.3 0.52
H -0.54922 0.98295 -5.08925 -0.3 0.0 0.0 0.53
H 0.41001 1.73117 -3.88687 -0.1 0.0 0.7 0.36
H -2.75460 1.26124 -2.04592 -0.5 -0.1 -1.0 0.73
H -1.38926 2.16603 -1.95066 1.1 -0.3 -0.5 0.25
H -2.17101 2.28885 -3.41061 -0.4 -0.5 -0.6 0.36
H -3.01483 -0.77947 -3.30800 -0.1 0.1 0.0 0.33
H -2.28518 -0.39262 -4.88227 0.0 -0.2 -0.1 0.35
H -1.71276 -1.75071 -3.80906 0.4 0.2 -0.4 0.30
H 1.42945 0.09660 -0.25348 -4.3 -1.0 -2.6 -0.58
H 2.54695 -1.14908 -0.74483 -0.5 -3.4 -3.9 1.13
H 1.16476 -1.68015 0.12115 1.0 0.5 -0.9 0.31
H -1.01770 0.18304 -0.22735 1.3 -1.0 -2.3 -0.67
O 0.32413 3.00761 0.82586 1.0 6.2 -0.1 -0.68
H -0.25991 2.26298 0.68210 0.8 0.8 -1.3 1.24
H 0.64719 3.23123 -0.04698 0.0 0.4 -0.2 0.45
O -3.69281 -1.36016 -0.72637 -7.1 -2.1 -7.1 -1.01
H -3.72331 -0.44396 -1.00184 -0.3 -0.7 -0.7 0.39
H -3.02138 -1.38354 -0.04456 -1.4 -1.4 -2.1 1.02
O -3.77856 1.71311 2.07335 -1.2 0.5 1.8 -0.82
H -4.06860 2.62523 2.08502 -0.5 0.3 0.2 0.33
H -3.54983 1.54570 1.15908 -0.9 0.3 0.4 0.28
O -2.40905 -1.09368 0.72242 3.7 -2.9 11.2 -0.35
H -1.59220 -0.60122 0.64195 -2.3 -3.9 -0.5 -1.12
H -2.79036 -0.79287 1.54726 -0.4 -0.4 0.3 0.56
O -1.46382 2.57766 2.50729 -9.2 8.4 -0.2 -0.71
H -2.29642 2.29070 2.13223 -1.1 0.1 0.7 0.46
H -0.83075 2.46885 1.79763 -3.0 4.8 -2.9 0.02
O -4.50379 1.07946 -0.73196 -9.2 1.6 -4.5 -0.65
H -5.30063 0.56350 -0.60918 -0.9 0.0 -0.7 0.37
H -3.96415 0.87287 0.03116 -5.0 0.4 -0.6 1.11
```
Forces are in eV/Å.

Results
max |F| = 0.294 hartree/bohr
total charge = -1
2S+1 = 1
E_LUMO = 2.7130 eV

=====

5 unconnected molecules or ions with the total composition C18H50N4O6 in a non-equilibrium geometry. Source: the Open Molecules 2025 dataset; level of theory: wB97M-V/def2-TZVPD.

```
78
Properties=species:S:1:pos:R:3:forces:R:3:mulliken_charge:R:1
C -16.52669 -0.14987 -26.30247 -0.6 -0.4 0.2 -1.34
C -15.98778 -1.42498 -26.97427 0.0 1.1 0.3 0.27
C -16.18347 -1.32988 -28.47205 -0.6 -0.5 -0.1 -0.46
O -17.55466 -1.07381 -28.73472 0.2 0.1 0.1 -0.36
C -17.76802 -0.72798 -30.07684 -0.2 -0.2 -0.3 -0.58
N -14.55454 -1.63405 -26.75067 -0.1 -0.3 -0.2 -0.57
H -16.24264 0.74339 -26.85971 0.2 0.1 0.2 0.29
H -16.22713 -0.09285 -25.25395 0.3 0.1 -0.1 0.40
H -17.61927 -0.17788 -26.26609 0.0 0.1 -0.2 0.33
H -16.59855 -2.25054 -26.60927 0.4 -0.3 0.1 0.29
H -15.91468 -2.29706 -28.91755 0.2 0.1 -0.2 0.09
H -15.56363 -0.53675 -28.91081 0.1 0.0 0.1 0.44
H -18.83990 -0.66497 -30.26207 0.0 0.0 0.2 0.27
H -17.37611 -1.50420 -30.74970 0.1 0.1 0.0 0.14
H -17.32122 0.24208 -30.32191 0.1 -0.1 0.0 0.30
H -14.05923 -0.79087 -27.01818 0.0 0.0 0.0 0.24
H -14.33341 -1.80253 -25.77857 -0.1 0.0 0.1 0.25
C -15.69460 -4.81826 -33.26230 -1.3 0.6 -0.6 -1.42
C -14.50749 -3.93991 -32.97486 0.7 -0.1 -0.2 0.87
C -14.03445 -4.15982 -31.56191 0.1 -0.1 0.1 -0.62
O -12.94961 -3.28928 -31.32288 0.4 0.0 0.0 -0.23
C -12.66302 -3.15534 -29.94650 -0.2 0.3 0.1 0.12
N -13.39846 -4.30838 -33.86878 -0.4 -0.1 0.1 -0.66
H -16.59284 -4.41500 -32.77722 0.2 -0.3 0.5 0.34
H -15.53895 -5.86547 -33.01998 0.1 0.0 0.2 0.18
H -16.02350 -4.77404 -34.30852 0.5 -0.1 -0.1 0.44
H -14.74351 -2.87110 -33.07442 -0.3 -0.1 0.0 0.06
H -13.70254 -5.20715 -31.48142 0.0 0.1 0.2 0.22
H -14.83806 -3.98057 -30.83578 0.0 0.0 -0.1 0.29
H -11.67942 -2.71227 -29.79427 0.0 0.0 -0.3 -0.58
H -12.65983 -4.12346 -29.43636 -0.2 0.0 0.0 0.35
H -13.39445 -2.46829 -29.50486 0.0 -0.3 0.3 0.21
H -12.59312 -3.72513 -33.67958 0.0 0.0 -0.1 0.22
H -13.70103 -4.18107 -34.82625 0.2 0.0 -0.1 0.23
C -9.18453 -1.24939 -32.53393 0.0 -0.8 0.3 -1.21
C -8.55089 -0.68112 -31.26671 -0.3 0.5 0.0 0.57
C -8.51897 -1.71708 -30.14329 -0.2 0.1 -0.4 0.12
O -8.08010 -1.19430 -28.91190 0.5 -0.1 -0.1 -0.39
C -8.97228 -0.29049 -28.32757 -0.6 0.0 0.6 -0.56
N -7.26423 -0.08102 -31.57121 0.4 0.1 -0.4 -0.62
H -9.70466 -0.50641 -33.13054 0.2 0.1 -0.1 0.34
H -9.91988 -2.01745 -32.26727 -0.1 0.2 0.0 0.15
H -8.44295 -1.78285 -33.13643 0.0 0.2 -0.1 0.36
H -9.20726 0.14194 -30.95330 0.0 -0.1 0.2 0.18
H -7.83553 -2.52149 -30.42395 0.0 0.0 0.1 0.29
H -9.52943 -2.13647 -30.02380 0.1 0.0 0.0 -0.47
H -8.98488 0.69593 -28.80027 0.1 -0.1 -0.1 0.28
H -8.69121 -0.16896 -27.28029 0.2 0.0 -0.1 0.26
H -10.00073 -0.68935 -28.30984 0.1 0.0 -0.2 0.17
H -6.65082 0.07555 -30.78333 -0.3 -0.1 0.3 0.25
H -6.74209 -0.61922 -32.25075 -0.1 -0.1 0.0 0.24
C -14.73725 2.84126 -35.18185 0.5 0.6 -0.5 -1.45
C -15.26311 2.06469 -36.38564 -0.2 -0.1 0.6 0.57
C -14.92219 0.58108 -36.29541 0.3 0.5 -0.8 -0.70
O -13.55445 0.41947 -36.63302 -0.3 0.3 0.6 -0.35
C -13.05236 -0.86663 -36.39766 0.3 -0.8 -0.9 -0.63
N -16.72256 2.20307 -36.49668 0.1 0.0 -0.2 -0.65
H -14.75018 3.91202 -35.42055 -0.3 -0.1 0.2 0.36
H -13.67772 2.65167 -34.99332 -0.1 -0.4 0.1 0.36
H -15.33880 2.66855 -34.29093 0.1 -0.1 0.1 0.37
H -14.79010 2.46794 -37.28277 0.0 -0.1 -0.1 0.22
H -15.52791 0.06540 -37.05533 -0.1 -0.2 0.3 0.35
H -15.12953 0.21320 -35.28502 -0.1 -0.1 0.0 0.35
H -12.16110 -0.84559 -35.76990 -0.1 0.1 0.2 0.20
H -12.76416 -1.30847 -37.36317 0.1 0.1 0.1 0.28
H -13.78283 -1.57156 -35.98898 -0.1 0.3 0.3 0.26
H -17.07586 2.90325 -35.85998 0.0 0.0 0.0 0.24
H -17.19899 1.33195 -36.30494 0.0 0.0 0.0 0.24
C -12.99755 -9.45132 -33.71012 -0.1 0.2 -0.2 -0.40
C -14.13004 -8.76403 -32.98514 -0.4 0.3 0.7 -0.17
O -15.12609 -9.71737 -32.57765 0.0 0.2 -0.3 -0.54
O -13.29483 -9.68266 -35.07921 0.0 -0.1 0.0 -0.54
H -12.78454 -10.39365 -33.19737 0.1 0.0 0.1 0.25
H -12.11132 -8.81781 -33.69474 0.0 0.0 0.0 0.33
H -14.61279 -8.00623 -33.60565 0.0 -0.3 -0.4 0.18
H -13.78316 -8.17546 -32.12529 0.2 -0.4 0.1 0.26
H -15.06942 -9.86835 -31.63167 0.1 0.0 0.0 0.31
H -14.05858 -10.26616 -35.12858 0.0 0.0 0.0 0.31
```
Forces are in eV/Å.

Results
max |F| = 0.030 hartree/bohr
2S+1 = 1
energy relative to the best compared isomer or geometry (same formula, charge and spin) = 69.3 kcal/mol
E_LUMO = 0.3803 eV
structure (SMILES) = COC[C@H](C)N.COC[C@H](C)N.COC[C@H](C)N.COC[C@H](C)N.OCCO